The following is a quantum chemistry calculation of C57H60N7O3STi as an isolated structure, from the Open Molecules 2025 dataset.

Results
**HOMO-LUMO gap (alpha / beta)**: 0.192 / 0.192 hartree
**Largest force on an atom**: 0.0303 Eh/bohr
**Lowest unoccupied orbital energy (alpha / beta)**: 2.1 / 2.1 eV
**Energy relative to the best compared isomer or geometry (same formula, charge and spin)**: 0.0 kcal/mol
**Total charge**: -1
**HOMO energy (alpha / beta)**: -3.1 / -3.1 eV
**Total energy**: -110613.908 eV

Geometry as XYZ:
```
129
Properties=species:S:1:pos:R:3:forces:R:3
C 5.415 -3.036 -0.214 0.005 -0.075 0.024
C -1.786 0.300 3.578 -0.029 -0.009 0.022
H -2.063 0.974 -0.021 -0.006 0.040 -0.004
C -1.190 2.597 3.968 -0.026 0.005 -0.003
O 2.691 -3.341 1.343 -0.088 0.234 -0.012
C 0.706 1.736 -4.193 0.062 0.014 -0.026
H 6.120 -1.246 -2.286 -0.001 -0.007 0.007
H -3.177 -0.557 4.966 -0.008 -0.008 -0.001
H -0.624 3.470 3.671 0.010 0.008 -0.006
H -4.429 0.478 -0.391 0.016 0.035 0.005
N -0.359 0.612 -1.771 -0.115 -0.637 0.287
H -3.873 -0.506 2.028 -0.045 -0.017 -0.009
C -2.021 2.624 5.074 0.001 -0.009 -0.006
C 4.679 0.130 3.526 -0.068 -0.023 -0.062
H 2.324 3.156 -3.837 -0.005 -0.019 0.004
H 0.981 0.840 4.932 0.006 0.000 -0.007
H 2.179 -2.481 3.662 0.003 0.005 -0.013
H -0.280 4.225 -4.560 0.037 0.031 -0.075
C 1.866 2.614 -4.665 -0.068 -0.043 0.000
C 5.930 0.052 2.939 -0.046 -0.025 -0.011
N 1.314 2.036 0.612 -0.148 -0.557 0.000
H 7.022 -0.559 1.211 0.066 -0.012 -0.042
H 6.811 0.380 3.478 -0.003 0.001 -0.001
H -3.078 4.284 -1.352 -0.023 0.017 0.013
N 2.509 -1.089 0.756 -0.472 -0.294 -0.036
H -1.473 -1.824 0.974 0.179 0.003 0.062
C -4.664 -4.125 -3.407 -0.001 -0.007 0.001
H 1.218 -4.831 -0.180 -0.010 -0.015 -0.016
H 4.656 -3.533 0.392 0.115 0.057 -0.085
C 3.660 -0.747 1.533 -0.198 0.117 0.061
C -0.179 1.387 2.032 -0.009 0.056 0.114
H -4.968 -4.407 -4.407 -0.004 -0.008 -0.009
O -1.794 -0.491 -3.236 0.130 0.008 0.180
C 4.052 3.056 -1.577 -0.006 -0.006 0.051
C -2.681 1.774 -0.433 0.007 -0.004 -0.019
C -2.619 0.330 4.690 0.011 0.003 0.003
H -2.008 5.410 -3.268 -0.006 -0.008 0.004
C -0.287 2.479 -3.320 0.191 0.243 -0.273
C 1.142 -2.710 -0.328 0.079 -0.151 -0.064
C -1.068 1.432 3.212 0.004 0.100 -0.101
H -3.608 2.056 1.498 0.030 -0.008 0.016
C -7.135 -1.328 2.529 -0.013 -0.012 -0.008
C 4.249 1.146 -3.021 -0.129 -0.139 0.110
H 0.669 0.544 -6.006 0.030 -0.023 -0.020
C 2.967 2.413 -0.894 -0.038 0.311 0.147
C -0.909 -0.447 -2.374 -0.085 -0.433 -0.052
H -3.388 1.513 6.307 -0.006 0.000 0.005
S -3.259 -2.923 0.747 0.108 -0.015 0.061
H -4.678 -2.014 -3.830 -0.009 0.006 -0.009
H -0.841 0.479 -5.068 0.092 0.082 -0.056
C 3.230 0.562 -2.339 0.200 -0.122 -0.245
C 3.534 -0.276 2.846 0.043 0.064 0.119
H 5.500 2.932 -3.117 0.017 0.009 -0.007
C -5.968 -0.584 2.587 0.026 0.018 -0.020
C -1.694 4.415 -2.975 0.021 -0.058 0.015
H -1.696 -0.594 2.975 0.015 0.007 0.001
C 2.056 -1.627 4.328 0.002 0.000 0.007
N 0.558 2.397 1.714 -0.097 -0.086 0.004
H -8.046 -0.944 2.970 -0.007 0.002 0.009
H 1.072 -1.683 4.802 -0.018 -0.011 0.000
H 5.480 -3.535 -1.185 0.000 -0.022 -0.035
H 1.122 0.918 -3.600 -0.061 0.149 -0.076
C -5.981 -3.060 1.322 -0.002 0.039 0.051
H -4.580 1.872 -1.478 -0.006 0.022 -0.005
H 4.718 0.628 -3.845 0.003 -0.004 -0.005
H 1.418 -0.275 2.814 0.081 -0.011 0.067
C 4.922 -0.882 0.950 0.323 0.001 -0.098
H -3.921 3.373 0.378 -0.009 0.008 -0.013
C 6.044 -0.469 1.663 -0.008 0.000 -0.008
H 4.364 4.039 -1.251 0.001 0.017 0.015
O -0.125 0.258 1.350 -0.034 0.241 -0.180
C -3.157 2.667 0.712 -0.045 -0.058 0.000
C -2.284 3.784 -1.892 0.058 -0.030 0.017
C -0.324 -1.765 -1.884 -0.123 -0.106 -0.077
H 7.188 -1.163 -0.894 0.050 0.001 0.044
C -3.866 -3.404 -0.871 0.019 0.061 -0.088
C -4.113 -2.414 -1.811 0.074 0.024 -0.011
H -4.508 -6.154 -2.721 0.003 -0.013 -0.006
H -8.054 -3.146 1.842 -0.018 -0.004 -0.001
H -3.770 -5.500 -0.439 0.005 -0.023 0.012
C -4.405 -5.108 -2.462 -0.034 0.018 0.011
C 2.210 -2.392 0.715 -0.251 -0.340 -0.208
C 6.193 -0.894 -1.255 -0.029 0.016 0.033
C -0.157 -4.129 -1.720 -0.038 -0.090 -0.028
C -1.887 2.511 -1.495 -0.132 0.044 0.042
C -0.848 1.882 -2.195 -0.061 0.006 0.192
H 4.156 -1.464 -0.939 0.099 0.019 0.061
H 4.590 0.509 4.535 -0.010 0.013 0.050
C 0.770 -3.992 -0.692 0.006 0.095 0.048
H -0.455 -5.119 -2.045 -0.004 0.007 0.008
C 2.243 2.924 0.163 0.271 0.064 -0.226
H 2.639 1.999 -5.131 -0.052 0.025 0.015
H 2.119 1.831 4.015 -0.003 -0.005 -0.020
C -4.516 -2.780 -3.084 0.052 -0.027 0.002
C -4.817 -2.305 1.389 -0.119 0.017 0.063
H -3.936 -1.376 -1.558 -0.022 -0.152 0.004
N -2.382 -1.629 0.571 -0.118 -0.046 -0.114
C -0.024 1.126 -5.394 -0.063 -0.066 -0.025
H -5.985 -4.017 0.815 -0.001 -0.029 -0.008
Ti 1.060 0.239 -0.195 0.938 1.234 -0.142
H -1.455 -3.085 -3.117 -0.060 -0.011 -0.038
C -4.798 -1.071 2.015 -0.018 -0.019 -0.014
C 2.202 -0.303 3.569 -0.022 0.013 -0.056
H -3.575 0.499 -1.954 0.018 0.112 0.029
H -2.338 3.234 1.152 0.086 0.019 0.035
C 2.445 4.244 0.827 -0.003 0.131 -0.029
C 1.992 0.873 4.522 0.005 -0.004 0.021
H -5.958 0.383 3.072 0.001 0.015 0.010
C -3.891 1.108 -1.105 0.015 0.019 -0.002
C 4.681 2.441 -2.605 0.030 0.046 0.004
N 0.603 -1.661 -0.941 -0.099 -0.186 0.010
C -0.719 3.750 -3.694 0.026 -0.026 0.048
H 2.680 0.833 5.370 0.042 -0.009 0.019
H 2.982 4.932 0.175 0.026 -0.003 -0.010
H 2.871 -0.425 -2.618 0.024 -0.038 -0.035
H 2.814 -1.697 5.115 0.010 -0.007 0.000
C -0.718 -3.015 -2.333 0.024 0.081 0.074
N 2.588 1.132 -1.291 -0.518 0.018 0.638
C -3.999 -4.747 -1.182 0.016 0.003 -0.011
H 6.381 -3.150 0.285 0.026 -0.001 0.015
H -0.439 1.920 -6.020 -0.018 0.026 -0.024
C -2.739 1.489 5.440 0.000 0.004 0.007
C -7.142 -2.566 1.894 0.011 0.001 -0.001
H -2.112 3.533 5.655 -0.002 0.005 0.009
H 1.534 3.339 -5.410 -0.055 0.071 -0.038
H 6.109 0.193 -1.263 -0.019 -0.038 0.003
H 3.008 4.150 1.759 0.012 -0.016 0.054
H 1.484 4.694 1.077 -0.013 0.004 -0.007
C 5.103 -1.546 -0.401 -0.007 0.058 -0.098
```
Forces are in eV/Å.

Löwdin atomic charge list, values in e, 8 entries: atom 1 (C): -0.053, atom 2 (C): -0.035, atom 3 (H): 0.096, atom 4 (C): -0.040, atom 5 (O): 0.019, atom 6 (C): -0.359, atom 7 (H): 0.075, atom 8 (H): 0.101